ORCA calculation (wB97M-V/def2-TZVPD) on 2 unconnected molecules or ions with the total composition C35H39BrN2O2 at a distorted geometry.

Structure (XYZ):
```
79
Properties=species:S:1:pos:R:3:lowdin_charge:R:1
Br 4.7757 4.1401 -1.3377 0.64
O -2.8168 0.8568 -0.7638 -0.05
O -2.0279 2.9501 -0.3304 -0.03
N -5.6580 -0.5423 3.8438 -0.06
N 4.4089 -0.5435 3.8265 -0.07
C 2.0436 -0.7524 3.3237 -0.12
C 3.0594 1.4655 3.7077 -0.12
C -4.3226 1.4714 3.7716 -0.14
C 5.6224 0.2272 3.6777 -0.17
C -3.2560 -0.7175 4.1820 -0.12
C 0.7188 3.2630 -1.1052 -0.04
C -3.0696 2.0295 3.6188 0.04
C 2.1680 -2.2501 3.3075 -0.14
C -2.0236 -0.0790 4.2001 0.04
C 5.5160 1.5460 4.3977 -0.17
C -6.8129 1.5325 3.3049 -0.16
C -5.1223 0.3587 -0.5516 -0.08
C 3.4461 -2.7666 3.9702 -0.17
C 4.6174 -1.9392 3.5119 -0.17
C -4.0696 1.4363 -0.3813 -0.27
C 0.6578 1.8301 -1.1689 -0.25
C 4.2770 2.3186 3.9340 -0.13
C -5.8448 -1.9275 4.2115 -0.17
C -1.8695 1.2613 3.7078 -0.18
C -4.4349 0.0609 3.9673 -0.08
C 1.8045 2.0338 3.5746 0.05
C 1.8797 1.1382 -1.4988 -0.07
C -6.8655 0.2259 4.0527 -0.17
C -4.6804 -2.7657 3.7549 -0.16
C -0.6493 1.8655 3.3129 0.10
C -1.7990 1.7684 -0.6580 -0.53
C 3.0878 1.8228 -1.5818 -0.17
C 3.1885 0.0450 3.6339 -0.08
C 1.9255 3.9404 -1.2023 -0.15
C -3.3881 -2.2087 4.3587 -0.14
C 0.6368 1.2546 3.3091 -0.19
C 0.8328 -0.1337 3.0509 0.03
C -0.5384 1.1307 -0.9290 -0.05
C -5.5612 2.3197 3.6955 -0.13
C 3.1228 3.2216 -1.3904 -0.74
H 4.7592 -2.0452 2.4231 0.14
H -4.0262 1.7746 0.6759 0.11
H -4.8152 -0.5623 -0.0334 0.07
H 3.3586 -2.7178 5.0598 0.12
H -4.8495 -3.7903 4.0922 0.12
H -6.9859 0.4135 5.1331 0.14
H 2.1705 -2.5958 2.2600 0.13
H 4.0426 3.1045 4.6639 0.12
H -0.2168 3.7952 -0.9762 0.09
H -0.6832 2.9482 3.1551 0.14
H 6.4180 2.1281 4.1918 0.12
H -2.9761 3.0986 3.4346 0.14
H -3.3802 -2.4785 5.4306 0.13
H 4.0153 1.2964 -1.7952 0.08
H -5.2692 0.1423 -1.6210 0.08
H -0.0147 -0.7405 2.7267 0.13
H -5.7611 2.8086 4.6688 0.13
H 3.6282 -3.8040 3.6857 0.12
H 5.5466 -2.2388 4.0078 0.12
H -0.5756 0.0595 -1.1169 0.09
H -4.3252 2.3213 -0.9987 0.13
H -5.3897 3.1244 2.9694 0.12
H 1.9274 5.0218 -1.1262 0.09
H 4.5336 2.8351 2.9908 0.13
H 5.8196 0.3964 2.6063 0.14
H 5.4578 1.3677 5.4764 0.12
H -7.7016 -0.3934 3.7124 0.13
H -6.7842 -2.2511 3.7497 0.13
H -1.1586 -0.6076 4.6018 0.13
H -4.6234 -2.7663 2.6607 0.13
H 6.4374 -0.3774 4.0860 0.12
H 1.2917 -2.7064 3.7867 0.12
H 1.6720 3.0948 3.7884 0.13
H -6.0739 0.7095 -0.1310 0.06
H -6.8197 1.3419 2.2239 0.11
H -7.7090 2.1050 3.5574 0.12
H -5.9601 -1.9938 5.3066 0.14
H -2.5240 -2.7034 3.9011 0.12
H 1.8272 0.0680 -1.7113 0.10
```

Results
energy above the lowest of the compared OMol25 structures with the same formula, charge and spin: 75.9 kcal/mol
multiplicity: 1
total energy: -4191.0502 Eh
LUMO: -2.010 eV